# 1
DFT (ωB97M-V/def2-TZVPD) results for a gas-phase ion, C6H8BrClO3P (charge -1).

- structure (SMILES) = CC1(C)O[P@@](=O)([O-])C(CBr)=C1Cl
- total charge = -1
- relative energy (zero: lowest compared OMol25 entry of this formula, charge and spin) (kJ/mol) = 0.00

Atoms and positions in Å:
Br1 4.1470 0.6959 0.1388
Cl1 0.7809 2.3483 -0.0384
P1 0.4156 -1.9246 0.1543
O1 0.5780 -3.0420 -0.8261
O2 -1.0109 -1.1137 -0.2608
O3 0.5543 -2.1016 1.6068
C1 1.2925 -0.3705 -0.2768
C2 -0.9447 0.2212 0.0232
C3 0.4390 0.6655 -0.1451
C4 -1.5658 0.4592 1.4581
C5 -1.8574 1.0903 -0.9497
C6 2.7489 -0.4325 -0.7343
H1 -1.2827 1.1437 -1.8174
H2 -0.9268 -0.0069 2.1897
H3 -1.9631 2.0069 -0.4104
H4 -2.8235 0.6195 -1.0155
H5 -2.5488 -0.0718 1.5356
H6 2.9781 -1.4388 -0.4790
H7 2.6986 -0.2948 -1.8262
H8 -1.7091 1.5467 1.6734

---

# 2
DFT (ωB97M-V/def2-TZVPD) results for C27H32N4O6S in the gas phase.

- structure (SMILES) = COc1cc([C@H](C(=O)NC(C)(C)C)N(C(=O)CNC(=O)c2cccs2)c2cccnc2)cc(OC)c1OC
- relative energy (zero: lowest compared OMol25 entry of this formula, charge and spin) (kJ/mol) = 276.28

Atoms and positions in Å:
S1 3.5265 2.4301 1.5156
O1 -1.5160 3.7180 0.6066
O2 -4.2350 2.9902 0.9006
O3 0.0910 0.5806 -3.8188
O4 -0.2304 -3.0109 -1.4178
O5 2.0577 2.5300 -1.0300
O6 -5.1072 0.7441 0.0281
N1 0.6905 -0.2482 -1.8169
N2 2.4091 -0.9036 1.3515
N3 3.2938 1.0277 -2.1714
N4 -1.0665 -1.9809 0.4217
C1 0.9520 0.3937 -2.9861
C2 4.9330 1.8300 2.2788
C3 -1.5676 0.3782 -0.9332
C4 -2.1643 -4.1368 0.7446
C5 3.3692 -1.7196 0.9524
C6 -1.6698 -2.5908 2.6652
C7 5.1570 0.9899 0.1494
C8 -4.1464 4.3935 0.7806
C9 2.6389 -1.6272 -1.3119
C10 -0.1788 4.1077 0.3839
C11 0.2069 -3.7731 1.4947
C12 5.7072 1.0884 1.4392
C13 -0.6962 -0.6631 -1.5908
C14 -3.7774 0.9618 -0.1709
C15 -2.9145 0.0608 -0.7704
C16 1.6434 -0.7413 -0.9049
C17 -1.0914 1.6016 -0.5000
C18 3.9715 1.6671 0.0293
C19 2.3580 0.9493 -3.2622
C20 3.0299 1.7971 -1.0842
C21 -0.6519 -2.0223 -0.8510
C22 3.5225 -2.1182 -0.3674
C23 -5.6639 -0.4572 -0.4409
C24 -1.9428 2.5166 0.1212
C25 -1.1702 -3.1280 1.3259
C26 -3.2994 2.2044 0.2877
C27 1.5672 -0.4298 0.4530
H1 -1.1064 -0.8679 -2.5912
H2 2.7952 0.3595 -4.0701
H3 -2.6386 -2.1083 2.5494
H4 0.5767 -4.1088 0.5302
H5 0.9105 -3.0551 1.9099
H6 2.6955 -1.9331 -2.3465
H7 -5.2273 -1.3294 0.0586
H8 -6.7243 -0.4019 -0.2001
H9 4.0504 0.3660 -2.1356
H10 0.0726 4.1187 -0.6783
H11 -2.2564 -4.9963 1.4025
H12 5.6341 0.4500 -0.6499
H13 0.1390 -4.6267 2.1632
H14 -5.5442 -0.5644 -1.5240
H15 -0.1024 5.1160 0.7882
H16 -0.9637 -1.8690 3.0700
H17 -3.9210 4.6943 -0.2456
H18 -1.8162 -4.4740 -0.2276
H19 -1.4203 -1.1007 0.7673
H20 4.3007 -2.8117 -0.6462
H21 0.5269 3.4551 0.9046
H22 2.1755 1.9605 -3.6448
H23 -1.7751 -3.4050 3.3768
H24 -3.3922 4.8121 1.4505
H25 4.0326 -2.0750 1.7290
H26 -3.2722 -0.8881 -1.1366
H27 -5.1316 4.7678 1.0596
H28 -3.1444 -3.6791 0.6274
H29 -0.0587 1.8640 -0.6592
H30 0.8012 0.2348 0.8275
H31 5.1145 2.0582 3.3101
H32 6.6343 0.6277 1.7296

---

# 3
DFT (ωB97M-V/def2-TZVPD) results for C4H4F2 in the gas phase.

- structure (SMILES) = F/C=C\C=C/F
- relative energy (zero: lowest compared OMol25 entry of this formula, charge and spin) (kJ/mol) = 135.71

Atoms and positions in Å:
F1 1.7576 -1.5958 -1.3682
F2 -1.8824 1.3874 0.9119
C1 0.1577 0.0740 -0.5089
C2 -0.1805 -0.1894 0.8330
C3 -0.9829 0.5852 1.5729
C4 1.1670 -0.3338 -1.3748
H1 1.3353 0.4898 -2.2248
H2 0.2905 -0.8721 1.5244
H3 -0.3953 0.9999 -0.9498
H4 -1.0746 0.4415 2.6235

---

# 4
DFT (ωB97M-V/def2-TZVPD) results for C10H19N3O4 in the gas phase.

- structure (SMILES) = CC[C@H](C)[C@H](N)C(=O)N[C@@H](CC(N)=O)C(=O)O
- relative energy (zero: lowest compared OMol25 entry of this formula, charge and spin) (kJ/mol) = 383.62

Atoms and positions in Å:
O1 -0.5277 1.9242 2.9233
O2 1.4151 -0.9925 -0.8126
O3 -1.2526 -0.6046 3.4140
O4 -2.4837 -0.4281 1.4079
N1 1.5261 2.1056 3.6896
N2 1.1783 1.5171 -2.1280
N3 -0.2492 0.1491 0.1487
C1 0.0820 0.6010 -2.1041
C2 -1.3152 -0.4061 2.2116
C3 0.4564 -0.2202 -0.9480
C4 -0.8290 -2.6144 -3.0257
C5 -0.0098 -0.1116 -3.4473
C6 1.3903 -0.6993 -3.8092
C7 1.0033 0.1629 2.3748
C8 -0.0485 -0.4552 1.4970
C9 -1.0651 -1.1792 -3.4398
C10 0.5756 1.4447 3.0079
H1 1.3586 -1.0747 -4.8392
H2 -0.8816 -3.2854 -3.8689
H3 1.3149 3.0699 4.0676
H4 1.8763 -1.3302 -3.0407
H5 -1.9169 -1.0142 -2.7700
H6 -0.5102 1.2436 0.2357
H7 -1.5940 -2.8340 -2.3528
H8 1.9377 0.2282 1.7492
H9 -3.1033 -1.0949 1.6381
H10 0.0548 -1.5727 1.2214
H11 -0.4873 0.5699 -4.0069
H12 0.1835 -2.7412 -2.5755
H13 1.8456 1.6718 -1.3668
H14 2.3926 1.5201 3.9910
H15 1.0652 -0.6497 3.1085
H16 -1.4347 -1.2352 -4.5288
H17 -0.7790 1.1086 -1.7215
H18 2.0432 0.2412 -3.9259
H19 0.8010 2.4477 -2.3497

---

# 5
DFT (ωB97M-V/def2-TZVPD) results for a molecular structure, C6H9N.

- relative energy (zero: lowest compared OMol25 entry of this formula, charge and spin) (kJ/mol) = 352.13

Atoms and positions in Å:
N1 -0.7598 -0.1338 -0.6255
C1 -1.9814 0.2909 0.0304
C2 0.1348 -1.1489 -0.0730
C3 0.8924 0.7110 0.9041
C4 0.3945 0.7635 -0.5425
C5 0.7143 -0.5757 1.2189
C6 1.3042 -0.3597 -1.0833
H1 2.2889 -0.4089 -0.6253
H2 1.5210 1.4581 1.3644
H3 1.0714 -1.1317 2.0786
H4 0.2411 1.7192 -1.0409
H5 -2.6966 -0.5357 0.1109
H6 -2.4292 1.0443 -0.6274
H7 1.4645 -0.2822 -2.1693
H8 -0.3235 -2.1437 0.0514
H9 -1.8365 0.7334 1.0284

---

# 6
DFT (ωB97M-V/def2-TZVPD) results for 2 unconnected molecules or ions with the total composition C21H38N2O3Si2.

- structure (SMILES) = CCCCCCc1c(CN)ccc2c1C(=O)NC2=O.C[Si](C)(C)O[Si](C)(C)C

Atoms and positions in Å:
Si1 0.3330 2.7426 -5.9200
Si2 -0.0433 0.1942 -4.1922
O1 -0.2409 2.3758 7.8495
O2 -0.4101 1.6401 -4.9247
O3 1.8681 -1.2273 6.5472
N1 1.4844 0.9408 0.4817
N2 0.2327 0.1572 7.4343
C1 -1.4739 -0.4652 -3.1815
C2 0.3902 -1.0925 -5.4890
C3 1.3651 -1.3929 3.2033
C4 -0.5330 2.1419 3.1128
C5 -0.1145 1.5448 5.4779
C6 -0.0793 1.5211 7.0272
C7 0.8428 1.9192 -7.5285
C8 0.9342 -2.6236 4.0962
C9 0.6864 -0.0515 3.6334
C10 0.1823 0.6613 1.1079
C11 -2.2275 -3.5558 3.3450
C12 1.0234 -0.4046 6.3386
C13 -0.7896 4.1803 -6.3373
C14 -3.4559 -2.9761 2.5261
C15 0.5589 0.3049 5.0369
C16 1.4258 0.4060 -3.0446
C17 -0.6798 2.4838 4.5380
C18 0.3940 -3.8582 3.2796
C19 0.1321 0.9094 2.6519
C20 1.8682 3.4335 -5.0893
C21 -0.9175 -3.4903 2.4755
H1 -1.7508 0.2367 -2.3903
H2 1.2406 2.6590 -8.2270
H3 -4.4040 -2.9800 3.1292
H4 0.5366 -2.0705 -5.0247
H5 -1.6890 3.8404 -6.8555
H6 -1.0380 -4.2606 1.6604
H7 -2.4719 -4.6458 3.5034
H8 -0.5659 -0.4621 7.5852
H9 2.3105 4.2257 -5.6977
H10 -0.2667 4.8841 -6.9891
H11 1.8475 -2.9521 4.6614
H12 1.6129 -0.5137 -2.4863
H13 -0.0677 -0.4180 0.9206
H14 -1.1953 -1.4124 -2.7135
H15 1.6196 3.8491 -4.1098
H16 -0.5655 1.3537 0.6369
H17 2.4823 -1.2686 3.1887
H18 0.1573 -2.3637 4.8604
H19 1.2389 1.2107 -2.3309
H20 1.0245 -1.5808 2.1458
H21 -1.1957 3.3946 4.9026
H22 0.0785 -4.6301 4.0397
H23 2.6183 2.6520 -4.9500
H24 1.9270 1.7834 0.8404
H25 2.3283 0.6505 -3.6109
H26 -0.8700 -2.4706 2.0080
H27 -0.9581 2.8731 2.3804
H28 -0.4110 -1.1788 -6.2268
H29 1.3108 -0.8236 -6.0108
H30 -3.2853 -1.9018 2.2337
H31 -1.0931 4.7159 -5.4339
H32 2.1074 0.1377 0.4806
H33 -3.6716 -3.6004 1.6145
H34 1.2060 -4.2768 2.6363
H35 -2.1550 -3.0314 4.3312
H36 1.6153 1.1675 -7.3522
H37 -2.3504 -0.6402 -3.8093
H38 -0.0138 1.4289 -7.9963

---

# 7
DFT (ωB97M-V/def2-TZVPD) results for C4H7ClO2S in the gas phase.

- structure (SMILES) = O=C[C@@H](O)[C@@H](Cl)CS
- relative energy (zero: lowest compared OMol25 entry of this formula, charge and spin) (kJ/mol) = 4.58

Atoms and positions in Å:
Cl1 -2.3346 -1.1829 -0.1120
S1 -0.8717 2.0278 0.4216
O1 2.0520 -0.4520 -0.9273
O2 -0.0834 -0.5798 1.9570
C1 -0.6866 0.8226 -1.0096
C2 -0.6687 -0.6338 -0.5274
C3 1.6942 -0.5797 0.2246
C4 0.2440 -0.9428 0.6607
H1 0.0945 2.9008 0.0222
H2 -1.5187 1.0329 -1.7069
H3 2.3048 -0.5830 1.1673
H4 -0.3862 -1.2081 -1.4327
H5 0.2866 1.0577 -1.4580
H6 0.2455 -2.0407 0.7320
H7 -0.3715 0.3611 1.9883

---

# 8
DFT (ωB97M-V/def2-TZVPD) results for 2 unconnected molecules or ions with the total composition C3H4O3.

- relative energy (zero: lowest compared OMol25 entry of this formula, charge and spin) (kJ/mol) = 426.40

Atoms and positions in Å:
O1 -2.6185 0.2560 -0.8575
O2 -0.0490 -1.8928 -0.4717
O3 -1.2633 0.2043 1.0803
C1 1.0006 0.6697 0.0875
C2 -1.6664 0.1746 -0.1684
C3 -0.2690 -0.0392 0.0692
H1 0.9147 1.6413 -0.2688
H2 0.8986 -1.7696 -0.2460
H3 1.3905 0.7635 1.1444
H4 1.6619 -0.0077 -0.3691

---

Number 1: LUMO energy 2.9 eV, gap between HOMO and LUMO 8.250 eV. Number 2: LUMO energy 0.2 eV, gap between HOMO and LUMO 8.112 eV. Number 3: LUMO energy 0.4 eV, gap between HOMO and LUMO 9.157 eV. Number 4: LUMO energy 0.5 eV, gap between HOMO and LUMO 9.654 eV. Number 5: LUMO energy 1.2 eV, gap between HOMO and LUMO 9.900 eV. Number 6: LUMO energy -0.4 eV, gap between HOMO and LUMO 8.933 eV. Number 7: LUMO energy 0.5 eV, gap between HOMO and LUMO 10.269 eV. Number 8: LUMO energy 0.0 eV, gap between HOMO and LUMO 10.642 eV.